{"formula": "C30H46F6N7O10P3SY", "method": "ωB97M-V/def2-TZVPD", "species": ["Y", "C", "O", "C", "C", "C", "C", "C", "C", "N", "C", "N", "C", "C", "C", "C", "C", "C", "O", "C", "N", "C", "C", "C", "C", "C", "C", "O", "C", "H", "H", "H", "H", "H", "H", "H", "H", "H", "H", "H", "H", "H", "H", "H", "H", "H", "H", "H", "H", "H", "H", "C", "N", "C", "P", "O", "O", "P", "O", "N", "C", "C", "N", "C", "C", "N", "C", "C", "H", "H", "H", "H", "H", "H", "H", "H", "H", "H", "H", "H", "H", "H", "H", "H", "H", "H", "H", "H", "H", "H", "H", "H", "F", "P", "F", "F", "F", "F", "F", "O", "S", "O", "O", "O"], "positions_angstrom": [[0.10, -1.92, 0.14], [4.48, 2.30, -5.77], [4.21, 1.94, -4.44], [3.97, 2.92, -3.51], [4.24, 4.29, -3.69], [3.62, 5.25, -2.90], [2.88, 4.84, -1.80], [2.82, 3.45, -1.44], [3.34, 2.47, -2.30], [2.99, 1.08, -2.18], [2.23, 0.49, -1.17], [2.75, 0.76, 0.04], [2.31, 0.47, 1.37], [1.67, -0.68, 1.73], [1.39, -0.86, 3.10], [1.51, 0.22, 4.03], [2.15, 1.40, 3.69], [2.66, 1.49, 2.37], [3.51, 2.46, 1.91], [3.99, 3.45, 2.88], [1.17, -0.29, -1.42], [0.59, -0.41, -2.71], [-0.49, 0.44, -2.92], [-0.96, 0.63, -4.22], [-0.52, -0.15, -5.26], [0.47, -1.10, -5.10], [1.05, -1.25, -3.86], [2.14, -1.97, -3.65], [2.19, -3.37, -4.04], [4.96, 1.44, -6.28], [5.15, 3.21, -5.88], [3.58, 2.43, -6.38], [4.87, 4.69, -4.43], [3.63, 6.30, -3.14], [2.43, 5.50, -1.06], [2.22, 3.19, -0.57], [2.87, 0.68, -3.16], [3.52, 1.41, -0.09], [1.05, -1.86, 3.40], [1.20, -0.06, 5.05], [2.43, 2.16, 4.39], [4.74, 3.95, 2.28], [4.45, 2.87, 3.74], [3.24, 4.16, 3.15], [-0.80, 1.05, -2.08], [-1.88, 1.21, -4.43], [-0.95, -0.02, -6.29], [0.70, -1.78, -5.87], [2.89, -3.83, -3.35], [2.52, -3.49, -5.14], [1.19, -3.82, -3.93], [-3.60, 2.34, 2.71], [-2.37, 1.86, 2.11], [-1.25, 2.75, 2.39], [-2.39, 0.66, 0.96], [-1.03, 0.06, 0.61], [-3.29, -0.61, 1.61], [-2.68, -1.96, 2.42], [-1.23, -2.20, 2.15], [-3.68, -3.19, 2.00], [-3.24, -4.54, 1.68], [-5.12, -2.94, 1.88], [-2.87, -1.65, 4.03], [-1.75, -1.94, 4.96], [-3.88, -0.83, 4.61], [-3.41, 1.18, -0.23], [-3.85, 0.24, -1.22], [-3.81, 2.59, -0.46], [-4.48, 1.70, 2.60], [-3.80, 3.46, 2.60], [-3.35, 2.24, 3.82], [-1.18, 2.89, 3.45], [-1.30, 3.74, 1.91], [-0.33, 2.19, 2.11], [-2.64, -5.03, 2.49], [-2.66, -4.54, 0.74], [-4.14, -5.18, 1.49], [-5.35, -1.85, 1.94], [-5.72, -3.41, 2.67], [-5.50, -3.30, 0.94], [-1.06, -2.67, 4.52], [-2.21, -2.41, 5.80], [-1.17, -1.00, 5.18], [-3.53, 0.24, 4.62], [-3.97, -1.01, 5.66], [-4.89, -1.00, 4.17], [-4.83, -0.18, -0.87], [-3.13, -0.57, -1.16], [-3.89, 0.73, -2.22], [-3.70, 2.88, -1.57], [-3.10, 3.22, 0.10], [-4.87, 2.76, -0.17], [1.29, -3.49, 1.57], [2.94, -3.84, 1.08], [3.42, -2.67, 2.16], [4.40, -3.92, 0.50], [2.68, -2.63, -0.07], [3.00, -5.04, 2.21], [2.36, -4.87, -0.01], [-1.13, -3.20, -3.35], [-1.33, -3.43, -1.89], [0.13, -3.60, -1.36], [-1.81, -2.19, -1.12], [-2.20, -4.63, -1.65]], "s2": 0.7768, "orbital_gap_ev": [7.34, 4.11], "spin_multiplicity": 2, "e_tot_ha": -4366.6205, "e_lumo_ev": [-0.20, -3.42]}